# 1
CF2NPS | wB97M-V/def2-TZVPD

The geometry in XYZ format:
```
6
Properties=species:S:1:pos:R:3:lowdin_charge:R:1
N 1.41 -1.16 -0.88 0.150
C 0.58 -0.53 -0.41 -0.296
P -0.46 0.48 0.63 0.445
F -1.87 -0.19 0.30 -0.191
F -0.69 1.75 -0.30 -0.190
S -0.07 1.05 2.79 0.081
```

Structure (SMILES): N#CP(F)(F)=S
Orbital gap (eV): 8.65
HOMO level (Ha): -0.37000
LUMO level (eV): -1.42
Energy relative to the best compared isomer or geometry (same formula, charge and spin) (kJ/mol): 122.56
Calculated total energy (hartree): -1032.1492


# 2
CF2O3S | wB97M-V/def2-TZVPD

The geometry in XYZ format:
```
7
Properties=species:S:1:pos:R:3:lowdin_charge:R:1
C -1.53 0.40 -0.31 -0.602
O -1.18 0.12 0.76 0.206
O 1.55 0.03 -0.41 -0.437
O 2.37 -1.55 1.24 -0.423
F -1.24 1.51 -0.95 0.179
F -2.32 -0.30 -1.09 0.182
S 2.36 -0.21 0.75 0.896
```

Orbital gap (eV): 10.89
HOMO level (Ha): -0.44589
LUMO level (eV): -1.25
Energy relative to the best compared isomer or geometry (same formula, charge and spin) (kJ/mol): 56.56
Calculated total energy (hartree): -861.7498


# 3
CF2O3S2 | wB97M-V/def2-TZVPD

The geometry in XYZ format:
```
8
Properties=species:S:1:pos:R:3:lowdin_charge:R:1
C 0.84 -0.23 -0.24 -0.615
O 2.40 1.87 -0.19 -0.526
O -2.44 -0.68 -0.83 -0.419
O -1.49 0.27 1.34 -0.424
F 1.73 -0.64 0.63 0.094
F -0.08 -1.15 -0.52 0.004
S 1.22 1.33 -0.80 0.965
S -2.17 -0.77 0.60 0.921
```

Orbital gap (eV): 8.21
HOMO level (Ha): -0.35367
LUMO level (eV): -1.41
Energy relative to the best compared isomer or geometry (same formula, charge and spin) (kJ/mol): 26.88
Calculated total energy (hartree): -1259.8270


# 4
CF2O6S2 | wB97M-V/def2-TZVPD

The geometry in XYZ format:
```
11
Properties=species:S:1:pos:R:3:lowdin_charge:R:1
O 1.66 1.67 0.55 -0.391
S 1.81 0.32 0.03 0.465
O 2.22 0.24 -1.37 -0.400
O 2.59 -0.55 0.91 -0.421
C -0.16 -0.65 0.07 -0.504
F -0.12 -1.48 -1.01 -0.007
F -0.23 -1.47 1.15 0.011
S -1.69 0.34 -0.06 0.399
O -1.43 1.35 -1.07 -0.371
O -1.94 0.87 1.28 -0.384
O -2.71 -0.63 -0.48 -0.397
```

Structure (SMILES): O=S(=O)([O-])C(F)(F)S(=O)(=O)[O-]
Orbital gap (eV): 8.13
HOMO level (Ha): -0.06864
LUMO level (eV): 6.26
Energy relative to the best compared isomer or geometry (same formula, charge and spin) (kJ/mol): 0.00
Calculated total energy (hartree): -1485.6945
Charge: -2


# 5
CF3GaNO2S2 | wB97M-V/def2-TZVPD

The geometry in XYZ format:
```
10
Properties=species:S:1:pos:R:3:lowdin_charge:R:1
Ga 2.32 -1.05 -0.88 0.991
N 1.35 0.31 -0.24 -0.769
S 2.30 1.51 0.64 0.807
S 0.19 -0.50 0.42 0.617
O -0.04 -0.53 1.86 -0.206
O 0.29 -1.80 -0.33 -0.317
C -1.33 0.36 -0.25 -0.671
F -2.42 -0.29 0.15 0.195
F -1.36 1.61 0.20 0.179
F -1.29 0.37 -1.57 0.174
```

Orbital gap (alpha / beta) (eV): 7.46 / 6.18
HOMO level (alpha / beta) (Ha): -0.55103 / -0.56447
LUMO level (alpha / beta) (eV): -7.53 / -9.18
Calculated total energy (hartree): -3263.6790
Charge: +1


# 6
CF3IOS | wB97M-V/def2-TZVPD

The geometry in XYZ format:
```
7
Properties=species:S:1:pos:R:3:lowdin_charge:R:1
C 0.53 -0.49 0.22 -0.851
O 0.40 1.84 -1.25 -0.515
F 0.43 -0.98 -1.00 0.114
F -0.09 -1.17 1.19 0.064
F 1.80 -0.49 0.44 0.135
S 0.05 1.48 0.09 0.905
I -3.13 -0.20 0.31 0.147
```

Orbital gap (alpha / beta) (eV): 8.37 / 6.67
HOMO level (alpha / beta) (Ha): -0.37808 / -0.36647
LUMO level (alpha / beta) (eV): -1.92 / -3.30
Energy relative to the best compared isomer or geometry (same formula, charge and spin) (kJ/mol): 151.04
Calculated total energy (hartree): -1108.7444


# 7
CF3IOS | wB97M-V/def2-TZVPD

The geometry in XYZ format:
```
7
Properties=species:S:1:pos:R:3:lowdin_spin:R:1
C -0.53 0.50 -0.44 0.000
O 1.03 0.10 2.03 1.869
F -0.95 -0.09 0.67 0.019
F -1.29 0.13 -1.46 0.001
F -0.74 1.76 -0.29 -0.001
S 1.29 -0.09 -0.65 0.098
I 1.19 -2.30 0.14 0.013
```

2S+1: 3
Orbital gap (alpha / beta) (eV): 8.34 / 7.83
HOMO level (alpha / beta) (Ha): -0.34963 / -0.34911
LUMO level (alpha / beta) (eV): -1.17 / -1.67
Energy relative to the best compared isomer or geometry (same formula, charge and spin) (kJ/mol): 36.15
Calculated total energy (hartree): -1108.6599


# 8
CF3MgNO4S3Sm | wB97M-V/def2-TZVPD

The geometry in XYZ format:
```
14
Properties=species:S:1:pos:R:3:lowdin_spin:R:1
Sm 1.15 6.18 4.85 5.187
N 3.18 5.23 4.32 -0.059
S 3.57 4.06 3.51 -0.009
O 2.62 3.36 2.52 -0.002
C 4.62 4.65 2.09 -0.003
F 5.61 5.41 2.53 0.000
F 3.80 5.34 1.30 0.000
F 5.12 3.63 1.41 -0.001
Mg 0.69 3.28 2.58 0.000
S -0.60 3.67 5.55 -0.065
O -0.06 4.50 4.16 -0.053
S 0.82 1.60 4.88 0.008
O 0.28 1.53 3.36 0.004
O 4.08 2.80 4.24 -0.007
```

2S+1: 6
Orbital gap (alpha / beta) (eV): 4.95 / 5.91
HOMO level (alpha / beta) (Ha): -0.43503 / -0.43487
LUMO level (alpha / beta) (eV): -6.89 / -5.92
Calculated total energy (hartree): -2745.7487
Charge: +1